Below is C31H31B2F4N10O4Tl as an isolated structure in a non-equilibrium geometry, with properties calculated with the ωB97M-V functional and the def2-TZVPD basis.

Geometry as XYZ:
```
83
Properties=species:S:1:pos:R:3:forces:R:3
Tl -0.02348 -0.42143 -0.52572 0.598 -1.085 0.795
C 4.27189 -2.79199 0.90834 -0.033 -0.087 -0.059
C 3.31760 -1.75730 0.41527 -0.235 -1.203 -0.468
N 2.37166 -1.97599 -0.42097 -0.328 0.659 -0.142
O 2.20929 -3.17699 -0.98143 0.615 -0.489 0.341
B 1.22028 -3.15126 -2.09929 0.396 0.382 0.849
F 1.24208 -4.30281 -2.76889 0.119 -0.369 -0.360
F -0.06665 -2.91624 -1.52593 -0.471 0.361 0.113
O 1.54342 -2.02147 -3.00730 0.380 0.417 -0.593
N 1.46971 -0.78436 -2.50650 -0.532 0.613 0.629
C 2.39436 0.06480 -2.79705 -0.272 -1.273 -0.330
C 3.61933 -0.30222 -3.55978 -0.043 -0.271 -0.047
C 2.21806 1.44778 -2.35246 -0.541 1.236 0.350
N 1.06323 1.74238 -1.87618 -0.372 -0.873 -0.210
O 0.88290 3.06446 -1.47836 0.726 0.710 -0.039
B 1.55449 2.52410 0.99207 -0.588 0.179 0.180
F 0.31904 2.00957 0.95453 -0.510 -0.472 -0.083
F 1.61273 3.80270 1.25565 0.277 0.632 0.059
O 2.64924 1.79046 0.85698 1.595 -0.645 0.167
N 2.50236 0.42762 0.49063 -0.722 -0.036 -0.318
C 3.42950 -0.36842 0.88149 -0.184 0.912 0.103
C 4.58384 0.00415 1.73650 0.020 0.369 0.125
C 3.32812 2.42862 -2.50728 -0.105 0.275 0.101
H 3.99486 -3.76356 0.50784 0.001 0.010 0.044
H 5.29134 -2.56998 0.59970 0.110 0.000 -0.007
H 4.25196 -2.82439 1.99618 0.047 -0.110 0.083
H 3.68330 -1.38461 -3.64344 0.040 0.054 0.018
H 3.58264 0.10930 -4.56636 0.059 0.071 -0.125
H 4.50786 0.08505 -3.06355 0.037 0.010 -0.005
H 4.57156 1.06593 1.96897 0.066 -0.078 0.009
H 4.54897 -0.56549 2.66445 -0.005 -0.041 0.052
H 5.51890 -0.25167 1.24350 0.075 -0.022 -0.045
H 4.10883 2.20930 -1.77879 0.081 -0.060 0.043
H 3.77326 2.38471 -3.49728 0.010 -0.092 -0.065
H 2.96910 3.43829 -2.32022 0.091 -0.065 -0.028
C -3.14723 -0.53611 -2.64704 -0.136 -0.361 -0.009
N -2.31742 -1.43045 -1.86178 0.206 0.025 -0.225
C -3.01738 -2.14724 -0.81175 -0.157 -0.253 0.131
C -3.11234 -1.32127 0.42965 0.000 0.245 0.099
N -2.38316 -0.26013 0.67578 -0.108 0.015 -0.806
C -2.71511 0.15132 1.94715 -0.639 -0.329 0.567
C -2.24049 1.20543 2.72207 -0.130 -0.085 -0.008
C -2.74684 1.33523 3.99804 0.106 0.153 -0.023
C -3.71719 0.46599 4.50132 -0.113 -0.238 -0.058
C -4.21429 -0.57525 3.74124 -0.070 -0.010 0.005
C -3.69823 -0.72006 2.46316 0.524 0.608 0.167
N -3.93046 -1.63648 1.46080 -0.068 -0.159 -0.120
C -2.69026 0.87088 -2.52263 -0.543 0.500 -0.249
N -1.57278 1.23101 -1.90622 0.515 0.072 0.413
C -1.48358 2.55634 -2.00922 -0.391 -0.186 -0.312
C -0.47019 3.47554 -1.46253 -0.065 -0.220 0.064
C -0.64044 4.87158 -1.95235 -0.211 -0.121 -0.322
C -1.74617 5.28701 -2.62764 0.636 0.513 0.358
C -2.75770 4.39254 -3.03873 0.171 -1.112 0.202
C -2.60629 3.05644 -2.71748 0.297 0.727 0.115
N -3.34418 1.93598 -3.02788 -0.044 -0.515 0.016
H -4.19618 -0.58621 -2.31735 0.147 0.024 -0.141
H -3.12965 -0.81204 -3.71159 -0.051 0.068 0.157
H -1.80147 -2.07474 -2.44538 -0.013 -0.077 0.003
H -2.45725 -3.05865 -0.58309 -0.011 0.047 -0.075
H -4.02739 -2.45791 -1.11912 0.133 -0.031 0.006
H -1.50596 1.89264 2.33951 0.119 0.075 -0.023
H -2.38761 2.12939 4.63290 0.030 0.124 0.054
H -4.08200 0.61146 5.50559 -0.055 -0.002 0.089
H -4.96988 -1.24718 4.11372 -0.095 -0.066 0.159
H -4.59236 -2.39495 1.49304 0.049 -0.030 -0.017
H -0.76459 3.58294 -0.38857 -0.194 -0.011 -0.083
H 0.15852 5.55070 -1.69875 0.052 0.175 0.039
H -1.84480 6.32671 -2.90401 0.040 0.045 0.026
H -3.59179 4.74813 -3.62375 -0.142 0.049 -0.074
H -4.19931 1.91771 -3.56638 -0.003 -0.071 0.063
N -0.57891 -4.04078 6.17219 -0.109 -0.285 0.573
C -0.35133 -3.50201 5.19014 0.096 0.032 0.018
C -0.11542 -2.84483 3.95158 0.060 0.279 -0.481
C 0.25552 -1.50297 3.91662 0.046 0.010 -0.156
C 0.38186 -0.85168 2.69341 0.036 0.089 0.261
C 0.13022 -1.57200 1.55454 -0.131 0.916 -1.513
C -0.18622 -2.90507 1.54281 -0.149 -0.352 0.065
C -0.30443 -3.55073 2.76733 0.018 0.140 -0.076
H 0.43590 -0.96039 4.83176 -0.037 0.017 0.114
H 0.65439 0.19061 2.67096 -0.020 0.086 0.000
H -0.34001 -3.46647 0.63768 0.046 -0.003 -0.173
H -0.55369 -4.59900 2.79496 -0.048 -0.137 0.042
```
Positions in Å, forces in eV/Å.

Results
- HOMO (eV) = -13.4
- strongest force on any atom (eV/A) = 1.77
- E_LUMO (eV) = -8.3801
- gap between HOMO and LUMO (Ha) = 0.1849
- total charge = +2



Below is one molecule with the formula C3H6N2O3 in a non-equilibrium geometry, with properties calculated with the ωB97M-V functional and the def2-TZVPD basis.

Geometry as XYZ:
```
14
Properties=species:S:1:pos:R:3:forces:R:3
C -0.77843 1.96889 0.98041 0.069 -0.184 0.648
O -0.41953 1.41858 -0.29783 0.081 0.296 0.210
C -0.03934 0.15025 -0.34824 0.144 0.358 0.371
N -0.03601 -0.54022 0.72770 0.404 -0.728 -0.472
N 0.46518 -1.89972 0.51300 0.530 -0.163 1.104
C 0.40331 -0.19823 -1.79517 0.067 -0.105 -0.597
O 0.38683 0.64190 -2.65072 -0.017 -0.298 0.464
O 0.78722 -1.45732 -2.00738 -0.269 0.573 0.270
H 0.03156 1.89986 1.75192 -0.439 -0.072 -0.931
H -1.64229 1.42213 1.38384 0.174 0.241 -0.135
H -1.02395 3.02010 0.79695 0.049 -0.373 -0.044
H 1.35464 -1.99294 1.06265 -1.066 0.316 -0.644
H -0.18751 -2.51859 1.00598 0.190 0.333 -0.258
H 0.69832 -1.91469 -1.12311 0.085 -0.195 0.015
```
Positions in Å, forces in eV/Å.

Results
- HOMO (eV) = -10.0
- strongest force on any atom (eV/A) = 1.29
- E_LUMO (eV) = 0.6524
- gap between HOMO and LUMO (Ha) = 0.3906
- structure (SMILES) = CO/C(=N/N)C(=O)O